Below is a structure of composition C36H34BrN3O2PW, with properties calculated with the ωB97M-V functional and the def2-TZVPD basis.

```
78
Properties=species:S:1:pos:R:3:forces:R:3:mulliken_charge:R:1
W 0.352071 -0.657314 0.338134 -0.1 -0.1 0.1 -0.78
C 1.599159 1.166717 -3.175584 0.0 0.0 0.0 -1.68
C 2.855121 0.587235 -2.588095 0.0 0.0 0.0 1.39
C 3.970346 0.383149 -3.384007 0.0 0.0 0.0 -0.55
C 5.157126 -0.078784 -2.832808 0.0 0.0 0.0 -1.18
C 5.242136 -0.311784 -1.474613 0.0 0.0 0.0 -0.84
C 4.147421 -0.101212 -0.637319 0.0 0.0 0.0 1.01
C 4.332787 -0.239691 0.851922 0.0 0.0 0.0 -1.86
C 2.947863 0.304917 -1.218940 0.0 0.0 0.0 -0.46
N 1.790737 0.595853 -0.402559 0.0 0.0 0.0 1.75
C 1.683005 1.955951 -0.134255 0.0 0.1 0.0 -0.22
O 2.520514 2.795281 -0.356270 0.0 0.0 0.0 -0.60
C 0.349559 2.303551 0.437191 0.0 0.0 0.0 0.66
C -0.071663 3.568869 0.789729 0.0 0.0 0.0 -0.73
C -1.359182 3.716390 1.288953 0.0 0.0 0.0 -0.40
C -2.188508 2.607253 1.410608 0.0 0.0 0.0 -0.77
C -1.692983 1.376796 1.036299 0.0 0.0 0.0 0.66
N -0.455732 1.251221 0.561109 0.1 0.0 0.0 0.45
C -2.437540 0.084987 1.051217 0.0 0.0 0.0 -0.28
O -3.574794 -0.004454 1.440882 0.0 0.0 0.0 -0.62
N -1.665832 -0.943576 0.518435 0.0 -0.1 0.0 1.47
C -2.453886 -2.100219 0.181774 0.0 0.0 0.0 -0.74
C -2.419727 -3.225470 1.002997 0.0 0.0 0.0 1.60
C -1.646816 -3.225428 2.291553 0.0 0.0 0.0 -1.06
C -3.191570 -4.324949 0.637013 0.0 0.0 0.0 -0.96
C -4.008213 -4.281793 -0.481686 0.0 0.0 0.0 -0.98
C -4.074445 -3.127670 -1.248332 0.0 0.0 0.0 -0.84
C -3.298661 -2.021198 -0.930016 0.0 0.0 0.0 1.02
C -3.360896 -0.776436 -1.770199 0.0 0.0 0.0 -1.46
H 1.633046 1.134045 -4.263042 0.0 0.0 0.0 0.48
H 1.490141 2.211640 -2.874047 0.0 0.0 0.0 0.45
H 0.702608 0.637467 -2.841272 0.0 0.0 0.0 0.11
H 3.910391 0.599845 -4.443249 0.0 0.0 0.0 0.46
H 6.023465 -0.231541 -3.463401 0.0 0.0 0.0 0.46
H 6.183111 -0.625264 -1.037859 0.0 0.0 0.0 0.51
H 5.205962 0.332349 1.164597 0.0 0.0 0.0 0.54
H 4.520550 -1.278663 1.137119 0.0 0.0 0.0 0.32
H 3.477881 0.120292 1.419626 0.0 0.0 0.0 0.16
H 0.607090 4.401239 0.669137 0.0 0.0 0.0 0.58
H -1.717174 4.694815 1.579006 0.0 0.0 0.0 0.47
H -3.200091 2.672099 1.785976 0.0 0.0 0.0 0.58
H -0.585860 -3.012429 2.153667 0.0 0.0 0.0 -0.04
H -1.732139 -4.191127 2.787751 0.0 0.0 0.0 0.45
H -2.037806 -2.460244 2.965424 0.0 0.0 0.0 0.32
H -3.175582 -5.210344 1.261108 0.0 0.0 0.0 0.46
H -4.612542 -5.140366 -0.743242 0.0 0.0 0.0 0.43
H -4.730696 -3.085431 -2.108838 0.0 0.0 0.0 0.44
H -3.885705 -0.969499 -2.704574 0.0 0.0 0.0 0.47
H -2.362936 -0.395823 -2.006043 0.0 0.0 0.0 0.16
H -3.898603 0.018998 -1.249790 0.0 0.0 0.0 0.35
Br 0.896784 -0.478509 2.746597 0.0 0.0 0.0 -0.31
C -0.856154 -3.152254 -2.530783 0.0 0.0 0.0 -1.60
P 0.490685 -2.235252 -1.728978 0.0 -0.1 0.0 1.75
C 1.030251 -3.283025 -0.349469 -0.1 0.0 -0.1 0.29
C 0.437394 -4.511760 -0.025247 0.0 0.0 0.0 -1.39
C 0.859298 -5.201614 1.090450 0.0 0.0 0.0 -0.88
C 1.843583 -4.671066 1.929025 0.0 0.0 0.0 -0.77
C 2.422909 -3.457122 1.634087 0.0 0.0 0.0 -0.69
C 2.027026 -2.764047 0.486613 0.1 0.2 -0.1 1.05
C 1.777859 -2.330343 -3.005453 0.0 0.0 0.0 1.10
C 3.017046 -2.918190 -2.775608 0.0 0.0 0.0 -0.32
C 3.912029 -3.072528 -3.824822 0.0 0.0 0.0 -0.78
C 3.574515 -2.646803 -5.099748 0.0 0.0 0.0 -0.60
C 2.338479 -2.058503 -5.330861 0.0 0.0 0.0 -0.86
C 1.441274 -1.900718 -4.288968 0.0 0.0 0.0 -0.60
H -0.413058 -3.979233 -3.085122 0.0 0.0 0.0 0.56
H -1.387767 -2.500956 -3.222844 0.0 0.0 0.0 0.46
H -1.567665 -3.518860 -1.797181 0.0 0.0 0.0 0.17
H -0.339039 -4.927089 -0.651791 0.0 0.0 0.0 0.48
H 0.417270 -6.161702 1.322776 0.0 0.0 0.0 0.46
H 2.154124 -5.218755 2.808532 0.0 0.0 0.0 0.44
H 3.186740 -3.039588 2.275688 0.0 0.0 0.0 0.43
H 2.602418 -1.887485 0.173047 -0.1 -0.1 0.0 -0.64
H 3.291837 -3.269407 -1.790076 0.0 0.0 0.0 0.34
H 4.874299 -3.531321 -3.640456 0.0 0.0 0.0 0.45
H 4.273071 -2.775360 -5.915909 0.0 0.0 0.0 0.43
H 2.070578 -1.728582 -6.325992 0.0 0.0 0.0 0.44
H 0.476946 -1.445791 -4.484142 0.0 0.0 0.0 0.38
```
Forces are in eV/Å.

**ΔE to the lowest compared entry with this formula, charge and spin**: 37.6 kJ/mol
**2S+1**: 3
**Net charge**: +1
**Gap between HOMO and LUMO (alpha / beta)**: 6.83 / 7.10 eV
**Strongest force on any atom**: 0.198 eV Å⁻¹
**<S²>**: 2.0180

Below is a structure of composition C36H34Cl2N5O4Re, with properties calculated with the ωB97M-V functional and the def2-TZVPD basis.

```
82
Properties=species:S:1:pos:R:3:forces:R:3:mulliken_charge:R:1
Re 0.554565 -1.157591 1.238684 0.1 -1.4 1.4 0.33
Cl 3.941365 -0.043891 7.036484 0.0 0.2 0.3 -0.21
C 3.248265 -0.843191 5.686584 0.0 -0.5 -0.3 -0.04
C 2.175865 -0.265991 5.027984 0.1 -0.2 -0.4 -0.46
C 1.673665 -0.857291 3.874084 0.9 -1.1 0.5 0.00
N 0.604865 -0.347091 3.131884 -0.3 0.4 -0.2 -0.09
C -0.432735 0.102009 3.917084 0.3 -0.6 0.0 -0.18
O -0.671935 -0.309291 5.037584 -0.2 0.4 -0.1 -0.61
C -1.226035 1.223809 3.341384 -0.4 0.3 0.2 0.44
C -2.105635 1.896909 4.188584 0.1 -0.2 -0.1 -0.90
C -2.696235 3.063309 3.743184 0.1 0.0 -0.1 -0.60
C -2.358235 3.523209 2.479784 0.0 -0.1 0.0 -1.18
C -1.484635 2.771409 1.709484 -0.2 0.4 0.3 -0.08
N -0.943335 1.630709 2.105884 -0.1 0.1 -0.1 0.52
C 2.266465 -2.049591 3.390684 -0.1 0.9 1.4 0.55
C 3.278165 -2.675091 4.109384 -0.1 0.1 -0.2 -0.87
C 3.773365 -2.066991 5.251084 -0.3 0.5 0.0 0.08
Cl 5.047165 -2.814891 6.119484 0.3 -0.2 0.1 -0.20
N 1.745165 -2.451391 2.176084 -0.7 0.7 -1.1 0.05
C 1.864265 -3.718891 1.672884 0.1 0.0 0.1 0.43
O 2.350165 -4.682991 2.228484 -0.2 0.1 -0.3 -0.69
C 1.371465 -3.748091 0.260384 0.1 -0.1 -0.3 0.10
C 1.562965 -4.879791 -0.518916 -0.1 0.2 0.1 -0.63
C 1.335465 -4.822591 -1.882016 0.0 0.3 0.1 -0.85
C 0.969865 -3.593991 -2.418316 0.1 -0.2 0.1 -0.83
C 0.739865 -2.526891 -1.574016 0.0 0.0 -0.2 0.48
N 0.881965 -2.579991 -0.242116 0.1 -0.8 -0.5 0.54
H 1.752165 0.652009 5.402784 0.0 0.1 0.1 0.54
H -2.275335 1.497109 5.176084 0.0 0.0 0.1 0.58
H -3.374535 3.616109 4.374684 -0.1 0.1 0.0 0.46
H -2.751035 4.449909 2.099784 -0.1 0.2 -0.1 0.54
H -1.184535 3.134809 0.737284 0.0 0.1 -0.1 0.57
H 3.674865 -3.620291 3.776584 0.1 0.0 0.0 0.60
H 1.904065 -5.775791 -0.027816 0.1 -0.1 0.1 0.55
H 1.475365 -5.690191 -2.507716 0.0 -0.1 -0.1 0.44
H 0.864365 -3.461891 -3.483716 -0.1 0.0 -0.1 0.55
H 0.451665 -1.575291 -1.982216 -0.1 -0.1 0.0 -0.08
O -1.798535 -1.096591 0.332384 0.2 0.2 0.2 -0.46
C -2.867935 -0.173491 0.398084 -0.1 -0.3 0.2 -1.97
C -2.651435 1.089309 -0.395616 1.1 -0.6 -0.3 0.58
C -3.683835 2.007109 -0.394616 -0.2 0.8 -0.4 -0.70
C -3.593035 3.228009 -1.054216 0.7 -0.8 0.1 -0.95
C -2.392935 3.519909 -1.707916 -0.6 0.1 0.3 -0.90
C -1.386735 2.598609 -1.708716 0.3 -0.7 0.2 -0.45
N -1.517535 1.384409 -1.098016 -0.9 1.2 -0.2 1.05
H -2.107135 -1.938291 0.693884 0.2 0.0 0.1 0.27
H -3.067135 0.113809 1.441984 0.1 0.1 -0.2 0.61
H -3.781135 -0.646491 0.007084 0.1 0.1 0.0 0.58
H -4.589335 1.754209 0.133084 0.0 -0.1 0.2 0.53
H -4.415435 3.920809 -1.050916 -0.1 0.1 0.0 0.55
H -2.248535 4.461309 -2.211816 0.1 0.1 -0.1 0.57
H -0.451235 2.773109 -2.216116 0.1 -0.1 0.0 0.36
C -2.094335 -1.445391 -2.947816 0.0 0.1 -0.3 -1.74
C -1.656635 -0.321591 -3.885716 -0.2 0.1 0.1 0.80
C -2.718635 0.786409 -3.962916 0.1 -0.1 -0.2 -1.51
C -0.266535 0.241909 -3.631716 -0.1 -0.2 0.0 0.93
C 0.518765 0.416809 -4.766916 0.1 0.1 0.2 -1.28
C 1.803065 0.923409 -4.695316 0.0 0.0 0.1 -1.36
C 2.339065 1.226009 -3.463116 -0.2 0.0 -0.2 -0.89
C 1.606865 1.076709 -2.286916 -0.2 0.2 0.3 0.54
C 2.368765 1.435409 -1.027816 0.1 0.0 0.3 0.38
C 1.556065 1.951609 0.148284 -0.1 -0.4 -0.1 -1.84
C 3.223165 0.243509 -0.587316 -0.1 -0.1 -0.1 -1.87
C 0.289365 0.600709 -2.386316 0.5 0.4 -1.1 -1.00
O -0.481635 0.466209 -1.208016 -0.3 0.0 0.4 2.10
H -3.147035 -1.655691 -3.111616 -0.2 -0.1 -0.1 0.47
H -1.951435 -1.191591 -1.904916 0.0 -0.1 0.1 0.51
H -1.539035 -2.354591 -3.159816 0.0 -0.1 0.1 0.28
H -1.603735 -0.754191 -4.888816 0.0 0.1 0.1 0.89
H -3.153735 1.011509 -2.993916 -0.1 0.0 0.1 0.25
H -3.526035 0.467409 -4.615416 -0.2 0.0 0.0 0.54
H -2.293835 1.694809 -4.381116 0.0 0.2 -0.1 0.32
H 0.111065 0.155109 -5.732116 -0.1 -0.1 0.0 0.54
H 2.378065 1.074209 -5.595616 0.1 0.0 -0.1 0.45
H 3.342065 1.620009 -3.398816 0.1 0.0 0.1 0.55
H 3.053865 2.240309 -1.321816 -0.1 -0.1 0.0 0.91
H 0.942165 1.154409 0.603084 0.3 0.6 -0.1 0.21
H 0.920765 2.781909 -0.143816 -0.2 0.2 0.0 0.36
H 2.233365 2.309809 0.918184 0.0 0.0 0.2 0.50
H 2.589465 -0.554791 -0.175916 0.3 0.2 -0.2 0.47
H 3.906565 0.561109 0.194084 0.1 0.0 0.2 0.48
H 3.798865 -0.159491 -1.416116 0.1 0.0 -0.1 0.45
```
Forces are in eV/Å.

**2S+1**: 2
**Net charge**: +1
**Gap between HOMO and LUMO (alpha / beta)**: 4.78 / 4.68 eV
**Strongest force on any atom**: 1.978 eV Å⁻¹
**<S²>**: 0.7772

Below is a structure of composition C36H34CrN8O2S, with properties calculated with the ωB97M-V functional and the def2-TZVPD basis.

```
82
Properties=species:S:1:pos:R:3:forces:R:3:mulliken_charge:R:1
Cr -0.348880 0.487592 1.136307 0.6 0.1 -0.8 -1.00
C -4.300285 0.452999 -4.479329 -0.1 0.1 0.0 -1.78
C -3.245435 0.735837 -3.447099 -0.1 -0.1 0.0 0.08
C -1.928681 0.975804 -3.800491 0.1 0.2 0.0 -0.22
C -0.952826 1.313879 -2.845424 -0.4 -0.3 0.3 -0.02
C 0.389658 1.705027 -3.128944 0.3 0.1 0.0 -0.35
N 1.207092 1.206296 -4.002395 -0.2 0.0 0.1 0.07
C 1.085176 -0.055986 -4.732774 0.2 -0.3 -0.2 -0.38
C 2.246216 -1.001622 -4.380505 -0.2 0.1 0.2 -1.00
C 2.096337 -1.803312 -3.076248 0.2 0.0 -0.3 -0.71
N 2.266738 -1.038763 -1.834426 0.2 0.0 0.0 0.21
C 3.417138 -0.575750 -1.418908 -0.1 -0.1 -0.1 -0.07
C 3.633483 0.183265 -0.255684 -0.1 0.1 0.4 -0.09
C 4.934371 0.688445 -0.016019 -0.1 0.0 0.0 -0.84
C 5.210097 1.564279 1.009049 0.1 0.0 0.0 -0.12
C 6.598598 2.074823 1.268696 0.0 0.1 0.0 -1.67
C 4.120790 2.024032 1.756877 -0.1 0.0 -0.1 -0.76
C 2.817060 1.564684 1.574215 0.1 -0.3 -0.2 0.94
C 1.752654 2.234126 2.273617 -0.1 0.1 0.0 -0.45
N 0.478292 2.063486 2.159384 0.1 0.1 0.1 0.80
C -0.329657 3.007371 2.973710 -0.2 0.2 0.2 -0.87
C -1.781372 3.187712 2.553530 0.0 -0.2 -0.1 -1.01
C -2.590885 1.883850 2.512024 0.1 0.3 0.2 -0.74
N -2.209199 1.190310 1.282146 -0.7 0.2 -0.2 0.27
C -3.017849 1.272706 0.283679 0.0 0.0 0.1 -0.66
C -2.643718 1.075577 -1.100672 0.4 0.1 -0.1 1.27
C -3.586040 0.829151 -2.093686 0.1 0.0 0.0 -0.40
C -1.286187 1.304759 -1.459005 -0.4 -0.2 -0.4 -0.13
O -0.332684 1.400876 -0.598069 0.4 0.1 0.4 -0.79
C 2.565003 0.522012 0.636932 0.4 0.3 0.2 1.03
O 1.438294 -0.088170 0.583377 -0.1 -0.3 -0.2 -0.06
H -3.867548 0.118144 -5.419617 0.0 0.0 0.0 0.42
H -4.881423 1.354835 -4.682938 0.0 0.0 0.0 0.36
H -4.998991 -0.304414 -4.125964 0.0 0.0 0.0 0.42
H -1.667942 0.994379 -4.853238 0.0 0.0 0.0 0.64
H 0.793625 2.504173 -2.512753 0.1 0.1 -0.1 0.56
H 2.087614 1.688209 -4.143847 0.0 0.0 0.1 0.35
H 1.106215 0.152834 -5.802621 -0.1 0.1 0.0 0.41
H 0.128986 -0.515366 -4.494901 -0.1 0.1 0.0 0.27
H 3.186183 -0.442617 -4.370745 0.1 -0.1 -0.1 0.42
H 2.326217 -1.733176 -5.184814 0.0 0.0 0.0 0.45
H 2.835362 -2.605264 -3.087737 0.0 0.0 0.1 0.50
H 1.113375 -2.271670 -3.046970 0.0 0.0 0.1 0.23
H 1.484791 -0.918271 -1.198060 0.0 0.1 0.1 -0.15
H 4.270969 -0.752963 -2.068752 0.0 -0.1 0.0 0.56
H 5.736225 0.375754 -0.676695 0.0 0.0 0.0 0.48
H 7.343476 1.480521 0.744739 0.0 0.0 0.0 0.40
H 6.830702 2.056081 2.333018 0.0 0.0 0.0 0.40
H 6.696480 3.109415 0.934042 0.0 0.0 0.0 0.34
H 4.301180 2.789052 2.506165 0.0 0.0 0.0 0.53
H 2.099801 3.031966 2.932945 -0.1 0.0 0.0 0.40
H 0.145536 3.988852 2.950827 0.1 0.0 0.0 0.59
H -0.317534 2.674915 4.016601 0.0 0.0 0.0 0.41
H -1.834346 3.664658 1.572710 0.0 0.1 0.0 0.38
H -2.240972 3.867800 3.271439 0.0 0.0 0.0 0.45
H -3.657843 2.110242 2.517431 0.0 -0.1 0.0 0.55
H -2.360226 1.268326 3.381420 -0.1 -0.1 0.0 0.18
H -4.038662 1.613700 0.462997 0.0 0.0 0.1 0.49
H -4.624131 0.691381 -1.807456 0.0 0.0 0.0 0.59
S -3.164794 -6.049595 3.481684 0.0 -0.2 0.0 0.25
N -2.596796 -4.800350 4.309297 -0.1 0.0 0.3 -0.64
C -2.196934 -3.899849 3.431708 -0.1 -0.3 -0.6 0.63
C -1.585920 -2.633094 3.738225 0.2 0.3 0.0 0.40
C -1.352533 -2.182200 5.042229 0.0 0.0 -0.1 -0.65
C -0.689387 -0.987555 5.214022 0.0 -0.1 0.1 -1.28
C -0.300250 -0.260740 4.095851 0.2 0.1 0.0 -0.25
N -0.563417 -0.638539 2.845444 -0.1 -0.2 0.4 0.78
C -1.191124 -1.825320 2.664056 -0.1 -0.1 0.3 -0.30
C -1.422599 -2.230888 1.292732 -0.1 -0.2 -0.3 -0.40
N -1.040030 -1.357088 0.332981 -0.1 -0.2 0.1 0.91
C -1.174489 -1.730895 -0.936412 0.0 0.0 -0.1 -0.63
C -1.739197 -2.939530 -1.324691 0.0 -0.1 0.0 -1.68
C -2.177408 -3.817378 -0.357517 0.1 0.0 0.1 -0.86
C -1.998985 -3.473217 0.984637 0.1 0.3 -0.1 0.57
C -2.383017 -4.320031 2.082699 0.1 0.1 0.6 0.65
N -2.917253 -5.523382 1.987577 -0.1 -0.1 -0.2 -0.64
H -1.678281 -2.785508 5.879942 0.0 0.0 0.0 0.58
H -0.465016 -0.610313 6.201747 0.0 0.0 0.0 0.53
H 0.257356 0.656445 4.220856 -0.1 0.0 0.0 0.55
H -0.838650 -1.030889 -1.689340 0.0 0.0 0.0 1.04
H -1.839247 -3.173268 -2.375582 0.0 0.0 0.0 0.67
H -2.642446 -4.763602 -0.603245 0.0 0.0 0.0 0.60
```
Forces are in eV/Å.

**2S+1**: 4
**Net charge**: +3
**Gap between HOMO and LUMO (alpha / beta)**: 7.36 / 7.36 eV
**Strongest force on any atom**: 1.031 eV Å⁻¹
**<S²>**: 3.7750